Record 1
Formula: C10H35N13O7Pb
Source: the Open Molecules 2025 dataset
Level of theory: ωB97M-V/def2-TZVPD

Computed properties:
2S+1: 1
Energy relative to the best compared isomer or geometry (same formula, charge and spin): 447.6 kJ/mol
Charge: +2
HOMO: -14.08 eV

Atoms and positions in Å:
H  2.80968  2.82413  -0.16762
N  -0.43742  -0.29240  5.26854
H  -0.76143  3.08540  -3.86579
H  -3.25365  -2.81799  -0.95683
H  -4.47939  2.10330  1.49452
H  -0.01109  0.89307  -3.55821
O  1.86272  0.69679  -1.09651
C  3.12070  -0.78361  1.85315
H  3.68199  0.12687  -2.75250
H  1.34906  0.91371  5.19643
N  -2.40566  -2.94513  2.02238
H  2.47185  -2.62318  2.25083
H  -2.66662  1.58865  -2.13474
H  -2.86176  2.95997  4.06215
C  0.91334  -2.31976  -1.38752
H  -0.88306  -0.29313  -2.48116
H  -1.40314  1.95040  3.77599
N  -3.22403  -3.03369  0.02943
O  -0.49905  -0.34124  3.10179
H  -3.37209  -3.96560  0.38961
N  2.18864  -2.74562  -1.33260
O  -1.74044  0.14863  -4.32361
N  1.13609  0.66297  4.24151
C  -1.75095  2.93840  -3.43296
H  -1.21287  3.05011  -0.95573
O  0.39030  -1.68035  -0.49866
C  -1.24660  -1.02909  -4.97636
H  0.87117  -3.30133  -3.09996
H  4.41576  2.37519  -0.75041
N  -0.79745  2.16823  -1.21995
H  2.46576  -3.48662  -1.96047
N  3.93812  0.85410  -2.10010
H  -1.59431  -0.82500  -5.98905
H  -2.05440  3.87517  -2.96553
H  -1.59081  -1.99357  -4.60298
C  -2.51753  -2.30420  0.86379
H  4.21795  -2.29983  2.34620
H  -1.93364  -2.57485  2.83491
N  3.40928  2.35672  -0.83254
C  0.09273  -0.13839  4.10959
O  -2.03660  -1.20450  0.57567
N  -4.04452  2.38683  2.36089
C  -1.63680  1.75969  -2.44833
H  5.13488  -0.65828  1.86807
N  4.25284  -0.20533  1.67583
H  -0.16101  -1.10292  -4.91191
O  2.06816  -0.24564  1.62685
H  2.88277  -2.49152  -0.64432
N  3.26573  -2.00184  2.18938
Pb  -0.06889  0.41457  0.63778
O  -2.24740  1.62164  1.34632
H  1.35988  1.29463  3.48584
C  -2.78499  2.02613  2.36610
C  -0.96826  0.55333  -3.16259
H  -2.84528  -3.85129  2.09797
H  -2.45690  2.79349  -4.25072
H  -0.02279  2.55888  -1.73704
C  2.92909  1.25929  -1.32881
H  0.10167  -0.17096  6.11395
H  -4.58029  2.75542  3.13367
H  4.24190  0.78483  1.47695
H  -1.25109  -0.89033  5.24582
H  4.67543  1.50378  -2.33332
N  0.39479  -2.62562  -2.51979
H  -0.56483  -2.41244  -2.75169
N  -2.27523  2.37095  3.48843

Record 2
Formula: C10H35N3O8
Source: the Open Molecules 2025 dataset
Level of theory: ωB97M-V/def2-TZVPD

Computed properties:
2S+1: 1
Energy relative to the best compared isomer or geometry (same formula, charge and spin): 0.0 kJ/mol
Charge: 0
SMILES string: CC1(C)CCCC(C)(C)N1O.NC(N)=O.O.O.O.O.O.O
HOMO: -8.07 eV

Atoms and positions in Å:
H  1.62109  4.35496  3.76592
C  2.28465  0.47476  1.71993
H  0.03662  -0.11159  0.02646
C  1.32765  2.02139  4.46371
O  0.95528  1.01967  -3.78299
N  -0.02202  -6.24297  -0.74914
O  -1.11213  -2.17768  -2.46130
C  1.81387  2.84680  0.74487
O  -3.11125  -2.89078  -0.64941
O  -2.92305  -3.49688  -4.65876
H  -3.89075  -3.40668  -0.85546
H  -0.88346  -0.41415  -4.59750
O  -1.30134  -0.72414  -5.40095
N  0.12151  1.76869  2.24956
H  0.97297  0.99742  4.58112
C  0.43506  0.89069  -0.13100
H  1.77413  1.49788  -3.91350
H  2.38022  2.17251  4.22423
O  -0.64971  -4.19914  0.00600
C  0.40873  2.68013  3.39103
H  -2.32209  -3.09659  -4.03039
H  0.44477  -6.59710  0.07354
H  -1.53382  0.72810  2.46814
H  -1.07412  -1.22158  -2.48705
C  2.29066  3.58236  1.96185
H  -0.72235  4.12720  4.58992
H  1.21066  0.09732  -3.80023
C  -0.54374  -5.02332  -0.87584
H  1.21642  2.49245  5.44035
H  2.80486  4.47159  1.59719
H  -0.65605  -5.47041  -2.83097
H  1.15700  3.35349  0.03784
H  -2.48293  -3.52946  -0.31247
N  -0.94825  -4.82863  -2.10789
H  -0.90539  -3.84343  -2.32616
H  -0.44308  1.52126  -0.27007
H  -1.75206  3.51818  3.22834
H  2.83820  0.79829  2.60141
H  1.80736  -0.48835  1.90075
H  -1.99066  1.04147  -3.11619
H  -0.51844  0.76189  -2.90104
H  1.04922  0.84956  -1.03057
C  1.13478  3.87464  2.91687
C  1.16577  1.48702  1.15105
H  3.12244  0.28875  1.04792
H  -1.44645  2.41016  4.35823
H  -2.49399  -3.38356  -5.50687
H  0.53199  4.68612  2.50913
O  -1.39079  0.42778  -2.69220
H  3.03297  3.00697  2.51502
O  -0.60449  0.58235  2.65968
H  2.69646  2.43944  0.25172
H  -2.00837  -0.09890  -5.56037
H  -1.85702  -2.37302  -1.89279
H  -0.09194  -6.94000  -1.47670
C  -0.95576  3.28706  3.93587

Record 3
Formula: C10H35O7
Source: the Open Molecules 2025 dataset
Level of theory: ωB97M-V/def2-TZVPD

Computed properties:
2S+1: 1
Energy relative to the best compared isomer or geometry (same formula, charge and spin): 68.8 kJ/mol
Charge: +1
HOMO: -12.54 eV

Atoms and positions in Å:
H  0.95401  -2.16166  5.05034
H  -2.76467  -2.12189  3.35294
H  2.70446  1.38044  1.35021
H  1.58515  3.21964  0.36471
H  0.35083  -4.05481  3.60560
H  -0.25747  -1.20211  5.83677
H  -3.36748  1.30466  -3.59777
C  -3.14687  0.37793  -3.05934
C  -0.86118  1.30361  2.01465
H  -4.45894  1.25151  -0.74612
H  4.74617  1.21702  -1.25806
H  -1.10752  -3.98968  2.63778
H  -0.02743  -0.50437  0.27982
O  -1.98272  -1.61977  3.60348
O  -0.83489  -0.06730  1.62736
O  0.55012  -0.47577  -0.55406
H  -3.61397  2.54954  -1.56546
C  0.04200  -1.58805  4.86217
H  0.81673  -1.75067  -4.70794
H  -3.07933  2.01043  0.02128
C  -2.59711  0.65985  -1.67930
C  -3.46616  1.66630  -0.93688
H  -2.49678  -0.18775  -3.72555
H  -4.07216  -0.19857  -3.00486
H  0.05500  1.59507  2.54118
O  -1.24082  1.17288  -1.71696
H  0.16759  -2.76893  2.44047
O  2.30616  1.27516  0.48100
C  0.63257  -1.56069  -3.64931
H  5.71352  1.69300  -3.12255
H  -2.52367  -0.29693  -1.15316
H  -1.66319  1.51487  2.72680
H  1.84798  2.42025  -1.16514
O  1.28446  -0.35905  -3.21971
H  -1.48941  -3.10098  4.99206
C  -0.38223  -3.37076  3.16759
H  4.59733  -0.33863  -2.15160
H  -1.24257  2.12827  -1.82257
H  0.36990  -0.74948  4.24525
H  -0.43807  -1.53113  -3.44135
C  2.26620  2.54218  -0.16637
H  1.16797  0.29066  -3.92103
H  0.01115  -0.11655  -1.32632
H  1.08487  -2.39164  -3.10733
C  -1.00211  -2.48593  4.23498
H  1.32367  0.13563  -0.39425
H  3.21733  3.06873  -0.24803
H  -0.99796  1.92457  1.13103
O  4.83394  1.36228  -3.31433
H  -1.11228  -0.57936  2.42325
H  3.25609  0.78444  -2.09019
C  4.34177  0.72357  -2.14519

Record 4
Formula: C10H38BFO8
Source: the Open Molecules 2025 dataset
Level of theory: ωB97M-V/def2-TZVPD

Computed properties:
2S+1: 1
Charge: 0
SMILES string: B[C@H](C)F.CO.CO.CO.CO.CO.CO.CO.CO
HOMO: -9.82 eV

Atoms and positions in Å:
H  -2.18301  4.15100  2.96642
C  0.03647  -2.10070  -2.14971
C  0.18991  -5.59727  -4.69187
H  -2.49672  -6.52170  -2.98189
H  -0.61864  5.72605  -1.85330
H  -1.54257  -0.68438  -2.54218
O  -3.28065  -6.55865  -3.52930
O  -1.54061  4.46665  2.32815
H  -3.34213  5.97849  4.53764
C  6.74189  -0.36342  4.09674
O  0.23738  3.83139  -1.75650
H  6.38565  -0.84655  5.00272
H  -0.99288  1.15058  1.68058
H  -2.75715  3.89322  0.74649
C  -0.23854  4.94095  -2.51337
H  -0.63952  2.51485  0.57938
H  0.55640  5.34817  -3.14368
H  0.61621  2.58483  2.50321
H  1.71363  -0.35519  -1.97744
H  -0.59238  -6.02599  -4.06181
C  -1.27733  -1.38866  -1.76595
H  -1.04866  4.59207  -3.14889
H  0.08028  0.91969  0.28102
O  6.05376  0.87745  3.95943
H  -2.90602  -8.53736  -4.04888
H  -4.58073  -7.97489  -4.21653
H  -1.11334  -0.83269  -0.84255
H  6.53671  -1.01644  3.24358
H  -3.92546  -8.30442  -2.60075
H  -4.82447  5.97770  5.51645
H  0.45361  -6.31193  -5.46809
H  1.72761  -1.81075  -0.49989
H  3.04836  0.52754  1.22038
H  3.74572  -0.17731  2.70820
H  -2.05905  -2.11043  -1.56468
C  -4.14489  5.35677  4.92778
H  -0.18191  -4.68233  -5.16127
O  3.51053  -1.49774  1.11947
C  -2.25551  4.78214  1.13717
O  0.90879  1.96344  1.83384
H  -1.54927  5.14389  0.39342
O  -4.84054  4.77646  3.82305
H  4.39052  -1.31108  0.79562
H  2.07372  -0.54909  2.23606
H  0.12563  -2.08734  -3.23901
O  1.35384  -5.32521  -3.92153
H  -5.54105  4.23312  4.18269
C  -3.68889  -7.92166  -3.59723
H  7.81972  -0.20045  4.18161
F  0.01740  -3.43210  -1.76112
H  -3.71649  4.57515  5.56154
H  6.37251  1.29596  3.16060
H  -2.99522  5.56082  1.33780
B  1.28084  -1.35614  -1.49785
H  1.10121  -4.69903  -3.24219
H  0.94991  4.14578  -1.19930
C  3.07511  -0.35483  1.86277
C  -0.22970  1.62153  1.05298

Record 5
Formula: C10H38BNO9
Source: the Open Molecules 2025 dataset
Level of theory: ωB97M-V/def2-TZVPD

Computed properties:
2S+1: 1
Energy relative to the best compared isomer or geometry (same formula, charge and spin): 592.8 kJ/mol
Charge: 0
HOMO: -7.18 eV

Atoms and positions in Å:
H  -1.57321  -2.75922  5.25579
H  4.40529  -4.59856  -3.18029
H  6.14507  -3.51029  -0.80350
O  -4.65844  0.65575  -3.62194
H  4.90484  -2.76108  1.01042
H  -1.55248  -4.31098  3.82803
H  5.03083  -5.85989  -1.68515
H  0.40293  -3.92885  4.53667
H  2.97231  6.07061  -3.60959
B  -3.38232  -1.17036  1.53372
H  1.82120  5.58726  -4.93117
H  -0.05144  -4.17333  7.07318
H  0.99422  5.38702  -2.75243
H  2.98436  3.38099  -5.27350
H  -4.83465  -2.12285  -5.43863
H  -4.60666  0.21557  -2.77037
H  -1.27266  4.77975  3.50256
H  -0.95561  6.69723  5.98301
C  -1.39051  5.73061  4.02224
O  4.49324  -2.99700  0.17584
H  -3.72045  -1.70366  2.40865
N  0.54594  -0.24695  -1.54797
H  -5.26738  0.33606  -5.49719
H  -1.51492  5.06360  6.11953
O  -1.16797  -5.16297  4.04678
H  1.42404  -0.67648  -1.29391
C  -0.92871  5.72812  5.48481
C  2.48009  5.24975  -4.13114
C  -0.80360  -4.21488  6.28538
H  0.58593  0.74017  -1.75796
H  0.07320  -0.65666  -2.34091
H  -0.07509  -0.41153  -0.76866
H  -4.20797  -0.83459  0.92561
C  -5.19556  -0.22456  -4.56518
H  0.58778  -5.48375  5.15544
O  -3.00389  -1.15704  -5.25707
C  4.47235  -5.01294  -1.28657
H  -0.68454  7.50352  3.77942
H  -1.63408  -4.84445  6.60482
C  3.43097  4.18398  -4.68712
C  5.31186  -4.06675  -0.37429
O  -0.66730  6.68081  3.28500
H  3.55313  -5.37895  -0.82920
C  -0.17736  -4.72132  5.00928
O  4.30400  3.77225  -3.55222
O  1.58577  4.73611  -3.13713
H  -6.20946  -0.53476  -4.31246
H  4.05302  4.68990  -5.42549
C  -4.30607  -1.43523  -4.77842
H  -2.78920  -0.28840  1.71971
H  -4.25545  -2.03631  -3.87054
H  -2.43023  6.04765  3.94111
H  -2.84604  -1.91613  0.96762
H  5.79546  -4.66383  0.39883
H  0.10201  5.37567  5.52369
O  -1.25307  -2.87557  6.15332
H  3.84815  3.88094  -2.71437
H  -2.86431  -1.44494  -6.16219
O  3.97254  -4.30826  -2.37404

Record 6
Formula: C10H38O9
Source: the Open Molecules 2025 dataset
Level of theory: ωB97M-V/def2-TZVPD

Computed properties:
2S+1: 1
Energy relative to the best compared isomer or geometry (same formula, charge and spin): 38.7 kJ/mol
Charge: 0
SMILES string: CCO.CCO.CCO.CCO.CCO.O.O.O.O
HOMO: -9.61 eV

Atoms and positions in Å:
H  1.88754  -0.28650  -3.36004
H  0.27350  -4.03273  0.06812
C  4.08958  0.43842  1.59220
H  -0.21532  -1.89988  -3.81877
H  0.47685  -2.28980  1.68946
C  -0.16402  -3.09684  2.03484
H  -1.09251  1.37761  -0.62202
H  2.24132  1.10596  0.41115
C  2.58686  0.40185  1.20057
H  1.14110  -2.87985  -3.39255
O  -2.16959  2.58971  2.30610
O  -0.25026  2.10443  -1.96851
C  -3.00174  -1.03811  -2.17165
C  -0.59345  -3.74494  0.66842
H  -2.06747  -0.39437  3.77184
H  -3.12768  -3.11299  -1.57142
H  -2.58817  2.58074  1.41363
H  1.41609  4.72612  2.66754
H  1.00315  2.85180  1.45294
H  -0.32871  -2.95208  -2.43021
H  1.69004  -1.62390  -1.40369
H  -0.99165  -2.79450  2.63196
O  -1.43015  0.90167  0.15133
H  -2.81870  -0.17763  -0.41415
O  1.25959  -0.04390  -2.64991
H  2.71449  4.65273  1.48700
H  -1.93586  -1.03807  -2.21394
H  4.87153  1.07937  -0.03518
C  0.89669  3.77382  0.87616
O  -3.54527  -0.44796  -1.01872
H  -4.59424  -2.43789  -2.17759
H  0.89314  3.24616  -1.02476
H  1.33141  5.86226  1.32120
H  -0.65427  2.69649  -2.62746
H  4.29457  -0.35555  2.32076
C  -3.51746  -2.43609  -2.31037
H  4.28236  1.35666  2.11074
H  0.25004  1.42410  -2.47955
O  -1.56744  -4.75942  0.51136
H  -0.15458  4.05298  0.79668
H  -1.02310  -2.90478  0.07681
O  -1.37355  0.28383  3.87322
H  2.00378  0.59121  2.06458
H  -0.90307  1.25387  0.88829
H  -3.37980  -0.41864  -3.03135
H  -1.99959  3.46985  2.58381
H  0.35693  -3.91365  2.57478
C  0.87075  -1.20460  -1.94986
H  0.11620  -0.89473  -1.22996
C  0.34509  -2.27125  -2.94240
O  1.49551  3.62594  -0.40474
C  1.63261  4.82898  1.59687
O  4.94088  0.25455  0.45936
H  -1.73693  1.05080  3.36863
H  2.33083  -0.62544  0.85764
H  -3.25281  -2.86896  -3.28818
H  -1.21502  -5.63686  0.70897

no.,electronic energy (a.u.),orbital gap (Eh)
1,-1833.0866,0.3490
2,-1168.1507,0.2999
3,-928.3882,0.3787
4,-1130.2240,0.3752
5,-1160.2107,0.2121
6,-1080.8915,0.3598